Entry 1:
Here is 2 unconnected molecules or ions with the total composition C30H51ClN4O9 in a non-equilibrium geometry from OMol25. Energies are from ωB97M-V/def2-TZVPD.

- SMILES: CCC[C@](OCC)(OCCNC[C@H](C)O)O[C@H](OCC)[C@](C[C@@H](C)Cl)(N=C=O)N(CCN)C[C@H]1CO1.O=C1C=CC(=O)C=C1
- E_LUMO: -0.067 Eh
- Net charge: 0
- Energy: -68843.68862 eV

Structure (XYZ):
```
95
Properties=species:S:1:pos:R:3:forces:R:3:mulliken_charge:R:1
C 3.7680 1.3895 3.3248 -0.385 0.321 -0.289 -1.617
C 2.9112 1.1459 2.0687 0.708 -0.257 0.767 0.410
C 1.5380 0.6525 2.4897 -0.509 0.625 -0.270 -1.995
C 0.5383 0.3381 1.3711 0.407 -0.263 -0.125 0.145
O -0.7859 0.4532 1.7708 -0.056 0.174 0.031 -0.479
C -1.1761 -0.0347 3.0391 -0.454 -0.366 0.465 -0.509
C -0.9496 -1.5207 3.2922 0.086 0.106 -0.120 -0.440
O 0.6659 -0.9189 0.7285 -0.038 0.223 0.335 0.259
C 1.7225 -1.7971 1.0625 0.069 -0.573 -0.120 -0.425
C 1.5257 -3.1046 0.2943 0.151 0.037 -0.276 -0.590
N 2.6999 -3.4170 -0.5360 -0.206 -0.462 0.102 -0.244
C 2.4058 -4.3218 -1.6559 0.285 0.139 -0.015 -0.936
C 2.3794 -3.5739 -2.9779 -0.599 0.348 0.150 0.472
C 1.2463 -2.5606 -3.0206 0.357 -0.348 -0.182 -1.262
O 2.2160 -4.5365 -4.0141 0.269 -0.076 -0.024 -0.612
O 0.7511 1.3388 0.4016 -0.054 -0.166 0.272 0.266
C -0.2478 1.6213 -0.5245 -0.704 0.094 -0.898 -2.358
O -0.3910 0.6373 -1.5180 0.479 0.317 0.067 0.326
C -1.4817 -0.2397 -1.3092 -0.496 -0.571 -0.089 0.235
C -1.5088 -1.3229 -2.3859 -0.426 0.156 0.379 -1.808
C 0.1449 3.0237 -1.1115 -0.343 0.033 -0.764 1.541
C 1.6491 3.2633 -1.0419 0.563 -0.124 -0.036 -2.422
C 2.6136 2.2399 -1.6768 -0.105 0.133 -0.007 1.388
C 2.2082 1.4621 -2.9239 0.306 -0.156 -0.288 -1.180
Cl 4.1604 3.1409 -2.0062 0.057 -0.017 0.087 -0.222
N -0.4951 4.0512 -0.1974 0.276 -0.334 0.319 -0.922
C -0.2780 4.0037 0.9962 0.237 -0.117 -0.332 0.660
O -0.0555 3.9813 2.1370 -0.173 0.204 0.356 -0.494
N -0.4008 3.2266 -2.4594 -0.195 0.429 0.906 1.255
C -1.8745 3.1784 -2.4497 -0.296 0.085 -0.341 -0.244
C -2.4082 2.8202 -3.8239 0.251 -0.244 -0.182 -1.209
N -1.9701 1.5217 -4.3183 -0.180 0.207 -0.388 -0.452
C 0.0081 4.5294 -3.0177 0.801 0.114 -0.522 -1.518
C 1.1370 4.4712 -4.0445 -0.229 -0.938 0.905 0.728
C 0.9551 3.6171 -5.2078 0.179 1.029 -0.540 -0.958
O 0.8539 5.0632 -5.2833 0.024 0.214 -0.199 -0.579
H 3.6722 0.5723 4.0337 0.154 -0.156 0.091 0.369
H 3.4234 2.3011 3.8107 -0.035 0.017 0.214 0.345
H 4.8116 1.5466 3.0713 0.142 -0.103 -0.016 0.412
H 3.4508 0.4448 1.4394 -0.140 -0.104 -0.286 0.222
H 2.8391 2.0989 1.5602 -0.136 0.012 -0.370 -0.210
H 1.0753 1.4925 3.0118 -0.082 0.027 0.113 0.810
H 1.5926 -0.1485 3.2161 0.103 -0.325 -0.010 0.568
H -2.2483 0.1387 3.0799 -0.114 0.140 -0.243 0.569
H -0.7727 0.5633 3.8570 0.302 0.146 -0.073 0.243
H -0.9643 -2.0713 2.3564 -0.043 -0.085 -0.089 0.094
H -0.0228 -1.7430 3.8148 0.211 0.041 -0.064 0.248
H -1.7515 -1.9047 3.9089 -0.106 -0.063 0.113 0.058
H 2.6919 -1.4173 0.7554 0.134 0.294 0.050 0.212
H 1.7320 -2.0309 2.1246 0.014 0.241 0.263 0.278
H 0.6588 -2.9959 -0.3507 -0.091 0.100 -0.101 -0.017
H 1.3032 -3.9285 0.9767 -0.095 -0.050 0.121 0.460
H 3.3531 -3.9129 0.0549 0.201 0.230 0.063 0.285
H 3.1905 -5.0722 -1.7413 0.060 -0.093 0.083 0.383
H 1.4659 -4.8614 -1.5186 -0.164 -0.052 -0.025 0.279
H 3.3308 -3.0534 -3.0891 0.180 -0.063 -0.131 0.301
H 0.3059 -3.1082 -2.9492 0.020 0.051 -0.010 0.707
H 1.2592 -2.0031 -3.9562 -0.001 0.015 -0.155 0.405
H 1.3019 -1.8312 -2.2179 0.014 0.015 0.170 -0.159
H 1.4435 -4.3025 -4.5311 -0.046 0.020 -0.092 0.365
H -1.2250 1.7481 -0.0620 0.056 -0.072 0.397 0.909
H -1.4283 -0.7266 -0.3398 0.173 0.127 0.184 -0.100
H -2.4332 0.2988 -1.3257 0.040 0.376 -0.059 0.510
H -1.2041 -2.2749 -1.9617 0.171 0.024 -0.116 0.504
H -0.8880 -1.0662 -3.2367 0.073 0.019 -0.040 0.341
H -2.5300 -1.4649 -2.7322 -0.119 0.030 -0.141 0.383
H 1.9152 3.2834 0.0102 -0.015 0.065 0.121 0.095
H 1.9048 4.2561 -1.3911 -0.241 0.140 -0.282 0.938
H 2.9059 1.5407 -0.9066 -0.038 -0.114 0.116 -0.104
H 1.1760 1.5881 -3.2168 -0.188 0.129 0.167 -0.072
H 2.3891 0.4041 -2.7623 -0.048 -0.175 0.081 0.278
H 2.8335 1.7463 -3.7641 0.016 0.136 -0.119 0.615
H -2.3067 4.1457 -2.1791 0.121 0.172 0.243 0.394
H -2.2602 2.4671 -1.7261 0.201 -0.187 0.076 0.201
H -3.4950 2.8521 -3.8122 -0.146 -0.020 0.044 0.583
H -2.1010 3.5831 -4.5403 0.030 0.160 -0.051 0.281
H -1.0438 1.3064 -3.9796 0.028 -0.108 0.207 0.139
H -2.6175 0.7927 -4.0687 0.093 -0.181 0.161 0.340
H 0.3108 5.2284 -2.2401 -0.300 0.113 0.235 0.450
H -0.8035 4.9886 -3.5724 -0.315 -0.078 0.125 0.682
H 2.1510 4.5706 -3.6632 0.028 0.262 -0.121 0.596
H 1.8420 3.2987 -5.7349 -0.080 -0.550 -0.010 0.368
H 0.0065 3.1333 -5.3731 -0.018 -0.400 -0.022 0.236
O -6.4556 -3.3315 8.1489 -0.038 0.006 0.035 -0.537
C -5.5761 -3.4810 7.3311 0.023 -0.005 -0.022 0.332
C -4.2909 -4.1340 7.6899 0.028 -0.005 -0.017 -0.339
C -3.3244 -4.2956 6.7908 -0.009 -0.003 0.028 -0.445
C -3.4896 -3.8318 5.3908 -0.017 -0.035 0.009 0.503
O -2.6083 -3.9787 4.5707 -0.034 -0.067 0.031 -0.560
C -4.7733 -3.1792 5.0306 -0.024 0.010 0.011 -0.259
C -5.7402 -3.0168 5.9290 0.014 0.007 -0.028 -0.359
H -4.1929 -4.4649 8.7158 -0.030 0.011 0.010 0.404
H -2.3800 -4.7677 7.0296 0.010 0.001 -0.030 0.412
H -4.8712 -2.8494 4.0040 0.027 -0.015 -0.009 0.435
H -6.6845 -2.5448 5.6895 -0.012 -0.003 0.031 0.406
```
Forces are in eV/Å.

Entry 2:
Here is a single C23H33N3O3S molecule from OMol25. Energies are from ωB97M-V/def2-TZVPD.

- SMILES: O=C1CC[C@H](C(=O)N(Cc2cccs2)C2(C(=O)NC3CCCCC3)CCCCC2)N1
- E_LUMO: 0.018 Eh
- Net charge: 0
- Energy: -45837.17800 eV
- Energy relative to the best compared isomer or geometry (same formula, charge and spin): 0.000 eV

Structure (XYZ):
```
63
Properties=species:S:1:pos:R:3:forces:R:3:nbo_charge:R:1
O 4.0610 2.3725 -0.1915 0.227 0.066 -0.299 -0.601
C 3.4352 1.9423 0.7458 0.346 -0.154 0.050 0.685
C 3.8149 0.8136 1.6863 0.037 -0.081 0.077 -0.512
C 2.8040 0.9185 2.8261 -0.052 -0.161 0.015 -0.398
C 1.5962 1.6327 2.1921 -0.147 -0.168 0.295 -0.121
C 0.6025 0.5921 1.6161 0.368 0.265 0.370 0.704
O 0.9913 -0.5634 1.5057 0.280 -0.126 -0.011 -0.670
N -0.6470 0.9966 1.3014 -0.370 0.000 0.107 -0.441
C -0.9399 2.4057 1.0732 0.048 0.187 -0.020 -0.241
C -0.9186 2.7493 -0.3873 -0.291 0.410 -0.162 -0.217
C 0.0286 2.4534 -1.3186 -0.115 0.072 0.216 -0.278
C -0.2922 2.9423 -2.6049 -0.051 0.096 -0.144 -0.234
C -1.4750 3.6028 -2.6329 -0.241 0.070 0.213 -0.402
S -2.2290 3.6373 -1.0928 0.570 -0.239 -0.051 0.445
C -1.6945 0.0062 0.8974 -0.149 -0.122 0.055 0.078
C -1.4182 -0.4238 -0.5740 -0.086 0.039 0.338 0.686
O -2.0830 0.0037 -1.4989 -0.178 0.056 -0.273 -0.646
N -0.4208 -1.3020 -0.7182 0.483 -0.419 -0.077 -0.658
C 0.0098 -1.7966 -2.0113 -0.224 -0.040 -0.504 -0.051
C 0.9675 -0.8157 -2.6984 -0.103 0.074 0.252 -0.401
C 2.2806 -0.7045 -1.9303 0.080 -0.079 -0.365 -0.414
C 2.9426 -2.0748 -1.8279 -0.019 0.118 0.322 -0.396
C 2.0166 -3.0532 -1.1109 0.063 -0.119 -0.302 -0.404
C 0.6755 -3.1623 -1.8363 -0.058 0.105 0.177 -0.403
C -1.7024 -1.1729 1.8872 0.115 -0.364 -0.147 -0.415
C -2.7777 -2.1979 1.5402 -0.180 0.191 0.281 -0.402
C -4.1576 -1.5593 1.5972 0.024 -0.099 -0.262 -0.397
C -4.1964 -0.3781 0.6395 -0.055 -0.009 0.222 -0.399
C -3.0958 0.6377 0.9496 0.001 -0.037 -0.312 -0.426
N 2.2248 2.4074 1.1472 -0.541 0.350 0.132 -0.631
H 3.7083 -0.1280 1.1457 0.011 0.001 -0.036 0.243
H 4.8493 0.9075 2.0097 0.015 0.041 -0.086 0.237
H 3.2016 1.5340 3.6329 -0.043 0.053 -0.019 0.213
H 2.5242 -0.0542 3.2232 0.007 0.091 0.039 0.240
H 1.0929 2.2727 2.9249 0.077 -0.071 -0.121 0.208
H -1.9161 2.6543 1.4907 0.156 -0.008 0.048 0.228
H -0.2094 3.0163 1.6055 -0.166 -0.084 0.023 0.217
H 0.9238 1.8931 -1.1151 0.164 -0.175 0.081 0.235
H 0.3372 2.8053 -3.4655 0.081 -0.016 -0.180 0.228
H -1.9605 4.0728 -3.4644 -0.054 0.081 -0.222 0.238
H 0.2020 -1.4590 0.0645 -0.221 0.138 0.093 0.438
H -0.8952 -1.8905 -2.6239 0.161 -0.027 0.091 0.222
H 1.1657 -1.1735 -3.7108 0.003 0.002 -0.092 0.201
H 0.4757 0.1547 -2.7753 -0.049 -0.008 -0.076 0.220
H 2.9481 0.0011 -2.4288 -0.003 0.068 0.071 0.220
H 2.0896 -0.3245 -0.9243 0.014 0.097 0.094 0.195
H 3.8880 -1.9936 -1.2877 0.065 -0.036 -0.056 0.207
H 3.1620 -2.4469 -2.8316 0.063 -0.032 -0.059 0.193
H 1.8637 -2.7137 -0.0842 0.038 -0.030 0.127 0.197
H 2.4809 -4.0406 -1.0631 -0.020 -0.002 0.111 0.210
H 0.0058 -3.8262 -1.2852 -0.056 -0.039 -0.070 0.211
H 0.8367 -3.5937 -2.8262 -0.009 -0.036 -0.042 0.206
H -0.7388 -1.6737 1.9274 -0.135 0.107 0.051 0.245
H -1.8989 -0.7648 2.8832 0.017 0.048 0.026 0.202
H -2.5983 -2.5887 0.5367 0.029 -0.111 -0.038 0.204
H -2.7144 -3.0310 2.2432 0.058 -0.044 -0.066 0.212
H -4.9246 -2.2868 1.3261 -0.063 -0.002 0.062 0.209
H -4.3618 -1.2191 2.6158 -0.040 -0.021 0.079 0.188
H -4.0743 -0.7297 -0.3848 -0.063 0.036 -0.024 0.225
H -5.1606 0.1300 0.7050 -0.001 0.021 -0.067 0.210
H -3.1768 1.4284 0.2053 0.032 0.042 0.115 0.239
H -3.2683 1.0483 1.9476 0.068 0.054 0.058 0.200
H 1.7394 3.1101 0.6126 0.080 -0.016 -0.108 0.417
```
Forces are in eV/Å.

Entry 3:
Here is a single C5H10O2 molecule in a non-equilibrium geometry from OMol25. Energies are from ωB97M-V/def2-TZVPD.

- SMILES: CO[C@H]1C[C@H]1CO
- E_LUMO: 0.035 Eh
- Net charge: 0
- Energy: -9438.90956 eV
- Energy relative to the best compared isomer or geometry (same formula, charge and spin): 4.133 eV

Structure (XYZ):
```
17
Properties=species:S:1:pos:R:3:forces:R:3:nbo_charge:R:1
C 2.3885 0.4139 -0.0316 0.282 0.092 0.057 -0.245
O 1.0675 0.3359 -0.5277 -0.073 0.042 0.069 -0.534
C 0.3563 -0.6441 0.1496 0.307 -0.363 0.200 0.090
C -0.2797 -0.3160 1.4786 0.355 -0.059 0.382 -0.445
C -1.1017 -0.5154 0.2544 0.240 -1.452 0.291 -0.261
C -1.9717 0.4712 -0.4847 -1.205 -1.784 0.166 -0.104
O -1.6382 0.9029 -1.7856 0.307 -0.218 0.026 -0.720
H 2.9121 -0.5461 -0.1520 -0.085 0.158 -0.010 0.169
H 2.3866 0.6779 1.0348 0.017 -0.014 -0.155 0.173
H 2.9100 1.1844 -0.6007 -0.051 -0.082 0.061 0.195
H 0.6749 -1.6649 -0.0430 0.441 0.114 0.123 0.182
H -0.4152 -1.1049 2.2063 0.362 0.190 0.193 0.219
H -0.1535 0.6912 1.8645 0.005 -0.127 -0.141 0.228
H -1.5478 -1.5970 0.2651 0.863 2.000 0.037 0.186
H -2.5528 -0.4697 -0.4812 -2.442 1.772 -1.845 0.203
H -2.5479 1.2468 0.0430 0.763 -0.258 0.222 0.179
H -0.6805 0.9338 -1.9065 -0.088 -0.010 0.325 0.486
```
Forces are in eV/Å.